Record 1
Formula: C35H67FN3O2
Source: the Open Molecules 2025 dataset
Level of theory: ωB97M-V/def2-TZVPD

Geometry as XYZ:
```
108
Properties=species:S:1:pos:R:3:forces:R:3:lowdin_charge:R:1
C 1.991 -1.482 -0.147 0.3 0.4 -0.3 -0.089
C 1.509 -0.758 -1.428 0.1 -0.5 0.4 -0.229
C 0.582 -1.617 -2.306 0.2 0.3 0.1 -0.169
C -0.312 -0.810 -3.236 0.6 -1.0 -0.4 -0.139
O -1.629 -0.527 -2.685 0.4 1.0 -0.5 -0.001
N -1.562 0.569 -1.866 -0.2 -0.6 1.5 0.028
C -1.576 0.421 -0.475 0.7 1.1 -0.5 -0.114
C -1.716 -0.835 0.307 -0.8 0.0 -0.7 -0.077
C -3.082 -1.466 -0.048 0.1 0.4 0.2 -0.137
C -4.249 -0.542 0.401 0.4 -0.5 0.2 -0.349
C -5.287 -1.369 1.198 0.3 0.8 -0.5 -0.046
C -4.873 0.194 -0.794 -0.3 -0.2 0.1 -0.176
C -6.271 0.779 -0.534 -0.3 -0.1 -1.8 -0.185
C -6.435 2.184 -1.102 -0.7 0.2 0.3 -0.093
C -7.579 2.899 -0.898 -0.1 0.1 -0.7 -0.336
C -7.571 4.250 -0.253 0.1 0.9 -1.3 -0.064
C -8.941 2.370 -1.312 0.2 -0.8 1.8 -0.044
C -1.436 1.699 -0.034 -0.4 -0.4 1.2 -0.190
N -1.346 2.048 1.348 0.3 0.3 -0.9 0.212
C -0.201 2.407 1.630 -1.3 -0.5 -0.4 -0.267
O 0.861 2.731 1.865 1.5 0.6 0.7 0.264
N -1.381 2.594 -1.099 -0.3 -1.0 -0.4 0.101
C -1.227 4.051 -1.081 -0.2 -0.1 -0.3 -0.016
C -2.472 4.833 -0.628 0.1 0.1 0.7 -0.333
C -3.237 4.291 0.555 -0.3 0.1 0.1 -0.024
F -1.977 6.081 -0.252 0.1 0.1 -0.2 -0.008
C -1.469 1.849 -2.219 0.5 -0.2 -0.9 -0.173
C -1.483 2.288 -3.638 -1.0 0.5 -0.4 -0.109
C -2.949 2.657 -4.025 0.1 -0.3 0.8 -0.034
H 1.522 -2.456 -0.016 0.0 0.0 0.1 0.067
H 3.069 -1.620 -0.219 0.0 -0.3 0.1 0.051
H 1.841 -0.875 0.746 -0.2 -0.1 0.1 0.067
H 2.402 -0.554 -2.019 -0.1 0.4 -0.1 0.109
H 1.067 0.203 -1.157 -0.1 0.0 -0.1 0.089
H -0.021 -2.321 -1.731 -0.1 0.1 0.1 0.111
H 1.224 -2.239 -2.933 -0.1 -0.1 -0.1 0.124
H 0.210 0.090 -3.560 -0.2 0.3 0.2 0.121
H -0.498 -1.389 -4.139 -0.4 0.0 0.0 0.136
H -0.892 -1.528 0.147 0.1 0.1 -0.1 0.105
H -1.735 -0.545 1.356 0.2 -0.1 0.1 0.127
H -3.172 -1.623 -1.122 0.2 -0.3 0.0 0.103
H -3.107 -2.433 0.450 -0.2 -0.1 0.0 0.113
H -3.801 0.223 1.046 -0.2 -0.1 0.2 0.126
H -4.832 -2.222 1.692 0.0 0.0 0.1 0.074
H -6.040 -1.717 0.491 -0.2 -0.2 0.2 0.088
H -5.744 -0.727 1.946 -0.3 -0.2 0.0 0.077
H -4.942 -0.521 -1.619 0.0 0.1 -0.1 0.121
H -4.228 1.010 -1.141 0.2 -0.1 0.1 0.080
H -6.999 0.112 -1.007 -0.1 -0.1 0.3 0.115
H -6.528 0.831 0.520 0.2 0.0 0.1 0.110
H -5.653 2.660 -1.696 0.8 0.3 1.3 0.089
H -6.669 4.832 -0.471 0.1 -0.2 0.1 0.070
H -8.423 4.869 -0.540 0.0 0.0 0.0 0.073
H -7.625 4.106 0.828 0.1 -0.1 0.0 0.093
H -9.095 1.391 -0.843 -0.3 -0.1 -0.2 0.079
H -9.746 3.019 -0.975 -0.1 0.0 -0.1 0.073
H -8.982 2.234 -2.389 0.1 0.1 -0.1 0.086
H -1.033 4.340 -2.111 0.2 0.0 0.0 0.126
H -0.337 4.293 -0.503 -0.2 0.2 0.3 0.144
H -3.148 5.029 -1.462 0.1 -0.3 -0.2 0.141
H -2.665 4.385 1.475 0.2 -0.1 -0.1 0.085
H -3.561 3.257 0.442 0.0 0.0 -0.1 0.069
H -4.134 4.898 0.676 0.0 0.0 0.0 0.086
H -0.809 3.122 -3.821 0.1 0.0 0.1 0.122
H -1.192 1.482 -4.301 0.2 -0.2 0.2 0.107
H -3.174 2.405 -5.055 0.1 0.3 -0.1 0.086
H -3.188 3.690 -3.783 0.1 0.1 -0.3 0.075
H -3.605 2.046 -3.400 -0.2 0.0 -0.2 0.068
C 4.238 -4.603 -1.738 -0.1 -0.1 0.0 -0.105
C 3.351 -5.185 -0.640 0.1 0.2 0.0 -0.266
C 3.784 -4.775 0.767 -0.1 0.0 0.1 -0.231
C 5.178 -5.248 1.183 0.1 0.0 -0.1 -0.228
C 5.390 -6.760 1.124 0.0 0.0 0.1 -0.267
C 4.476 -7.536 2.068 0.1 0.0 -0.1 -0.109
H 5.267 -4.950 -1.652 0.0 0.0 0.0 0.069
H 3.874 -4.901 -2.723 0.0 0.0 0.0 0.070
H 4.242 -3.510 -1.697 0.1 0.0 0.0 0.062
H 3.323 -6.273 -0.729 0.0 0.0 0.0 0.101
H 2.325 -4.838 -0.801 0.0 -0.1 0.0 0.091
H 3.045 -5.145 1.483 0.0 0.0 0.0 0.104
H 3.753 -3.683 0.842 0.0 0.0 0.0 0.086
H 5.369 -4.902 2.203 0.0 0.0 0.0 0.111
H 5.931 -4.760 0.557 0.0 0.0 0.0 0.101
H 6.429 -6.972 1.389 0.0 0.0 0.0 0.106
H 5.256 -7.124 0.102 0.0 0.0 0.0 0.099
H 4.629 -7.221 3.103 0.0 0.0 0.0 0.076
H 4.685 -8.604 2.010 0.0 0.0 0.0 0.071
H 3.423 -7.394 1.820 0.0 0.0 0.0 0.064
C 5.701 -0.215 1.015 0.0 -0.1 0.1 -0.106
C 4.930 0.157 2.278 -0.1 0.0 -0.2 -0.265
C 4.479 1.617 2.308 0.0 0.0 0.1 -0.236
C 5.611 2.646 2.298 0.0 0.0 -0.1 -0.228
C 6.613 2.512 3.443 -0.1 0.1 0.1 -0.267
C 5.988 2.713 4.821 0.1 -0.1 0.0 -0.109
H 6.622 0.361 0.920 0.0 0.0 0.0 0.069
H 5.976 -1.271 1.030 0.0 0.0 0.0 0.067
H 5.095 -0.038 0.122 0.0 0.0 0.0 0.063
H 5.535 -0.073 3.159 0.0 0.0 0.0 0.102
H 4.042 -0.480 2.344 0.0 0.0 0.1 0.092
H 3.851 1.773 3.190 0.0 0.0 0.0 0.099
H 3.832 1.806 1.443 0.0 0.0 0.0 0.097
H 5.169 3.647 2.329 0.0 0.0 0.0 0.109
H 6.150 2.588 1.348 0.0 0.0 0.0 0.102
H 7.398 3.259 3.303 0.0 0.0 0.0 0.106
H 7.109 1.539 3.404 0.0 0.0 0.0 0.099
H 5.528 3.700 4.898 0.0 0.0 0.0 0.075
H 6.746 2.635 5.600 0.0 0.0 0.0 0.071
H 5.224 1.963 5.032 0.0 0.0 0.0 0.064
```
Positions in Å, forces in eV/Å.

LUMO: -2.3 eV
HOMO: -9.73 eV
HOMO-LUMO gap: 7.42 eV
charge: +1



Record 2
Formula: C4H14NO2
Source: the Open Molecules 2025 dataset
Level of theory: ωB97M-V/def2-TZVPD

Geometry as XYZ:
```
21
Properties=species:S:1:pos:R:3:forces:R:3:lowdin_charge:R:1
C 1.903 0.265 -0.798 -4.4 1.5 -0.1 -0.163
C 1.446 0.213 0.645 1.8 -1.2 -0.3 -0.143
C 0.687 -1.014 0.851 0.5 -1.6 1.9 -0.141
C 1.004 -2.265 0.191 -3.7 1.1 3.1 0.057
N 0.807 0.389 -1.703 1.9 0.0 -2.1 0.189
H 1.720 -0.709 -1.454 0.6 -0.8 0.0 0.201
H 2.703 0.890 -0.745 3.2 1.2 -1.8 0.116
H 0.808 1.036 0.810 -1.0 1.3 0.2 0.094
H 2.321 0.375 1.348 -0.9 -0.6 -0.7 0.183
H 0.098 -0.948 1.767 -1.1 -0.4 -0.9 0.143
H 0.200 -3.019 0.386 0.9 0.6 -0.4 0.107
H 1.990 -2.592 0.184 2.0 -0.1 -1.5 0.094
H -0.959 1.607 -0.236 -0.6 -0.5 -1.0 -0.020
H 0.266 -1.292 -0.384 -0.4 -1.0 -0.3 0.163
H 1.076 0.557 -2.802 -0.4 0.0 3.3 0.196
H -3.795 0.071 -0.397 -1.1 0.5 -0.6 0.028
H -2.710 -0.603 0.368 -0.8 3.2 0.1 0.001
O -3.168 0.417 0.228 1.3 -4.6 0.5 -0.172
H -2.122 1.578 0.827 0.5 0.1 -0.8 0.007
H -2.042 -1.945 0.468 0.5 0.5 -0.2 0.131
O -1.263 1.967 0.578 0.9 1.0 1.8 -0.070
```
Positions in Å, forces in eV/Å.

LUMO: -8.3 eV
HOMO: -11.80 eV
HOMO-LUMO gap: 3.53 eV
charge: +1
energy above the lowest of the compared OMol25 structures with the same formula, charge and spin: 1445.3 kJ/mol



Record 3
Formula: C5H10O
Source: the Open Molecules 2025 dataset
Level of theory: ωB97M-V/def2-TZVPD

Geometry as XYZ:
```
16
Properties=species:S:1:pos:R:3:forces:R:3:lowdin_charge:R:1
C 1.510 -0.320 0.966 0.1 -0.1 -0.2 -0.129
C 1.234 -0.193 -0.381 0.1 0.1 0.2 -0.199
C 0.153 -0.932 -1.104 0.0 -0.1 0.0 -0.145
C -0.806 0.152 -0.764 0.0 -0.2 0.4 -0.420
C -1.487 0.219 0.444 -0.1 -0.1 -0.3 -0.068
O -0.834 1.165 -1.684 -0.1 0.2 0.1 0.032
H 1.300 -1.265 1.471 0.0 0.2 -0.1 0.077
H 2.354 0.234 1.373 -0.2 0.0 -0.1 0.070
H 0.407 0.428 1.703 -0.1 0.0 0.0 0.077
H 1.648 0.659 -0.916 0.0 -0.1 0.1 0.113
H 0.314 -1.051 -2.177 0.0 0.0 0.2 0.118
H -0.109 -1.886 -0.639 0.0 0.2 -0.1 0.122
H -1.726 -0.724 0.932 0.1 0.2 -0.1 0.086
H -2.250 0.989 0.560 0.1 -0.1 0.0 0.081
H -0.485 0.577 1.487 0.1 0.0 0.0 0.076
H -1.223 1.948 -1.272 0.0 -0.1 -0.1 0.110
```
Positions in Å, forces in eV/Å.

LUMO: 0.9 eV
HOMO: -7.69 eV
HOMO-LUMO gap: 8.57 eV
charge: 0
energy above the lowest of the compared OMol25 structures with the same formula, charge and spin: 393.8 kJ/mol



Record 4
Formula: C3H10N2
Source: the Open Molecules 2025 dataset
Level of theory: ωB97M-V/def2-TZVPD

Geometry as XYZ:
```
15
Properties=species:S:1:pos:R:3:forces:R:3:lowdin_charge:R:1
C -1.860 -0.152 0.342 0.0 -1.8 -1.6 -0.121
C 1.756 0.613 0.074 -3.4 1.8 -0.7 -0.108
C -0.642 0.583 -0.065 3.1 0.1 -0.6 -0.284
N 0.470 -1.464 0.176 1.5 0.9 1.5 0.034
N 0.512 -0.033 0.497 -0.8 -0.7 -1.1 -0.342
H -2.642 0.074 -0.324 -1.0 -0.1 -1.5 0.052
H -1.734 -1.294 0.403 -0.2 2.1 0.2 0.109
H -2.271 0.307 1.172 -0.3 0.4 2.5 0.050
H 1.404 1.717 0.200 1.7 -1.6 -0.2 0.102
H 2.421 0.292 0.837 1.6 0.1 -0.2 0.067
H 1.876 0.434 -1.055 0.5 0.0 1.5 0.084
H -0.265 0.439 -1.811 -0.9 0.3 3.0 0.159
H -0.507 1.662 0.274 -1.0 -1.2 -1.2 0.113
H 0.039 -1.462 -0.711 -0.6 -0.3 -1.8 0.011
H 1.442 -1.717 -0.009 -0.2 -0.1 0.2 0.073
```
Positions in Å, forces in eV/Å.

LUMO: 1.1 eV
HOMO: -8.46 eV
HOMO-LUMO gap: 9.57 eV
charge: 0
energy above the lowest of the compared OMol25 structures with the same formula, charge and spin: 440.6 kJ/mol



Record 5
Formula: C5H11NO3
Source: the Open Molecules 2025 dataset
Level of theory: ωB97M-V/def2-TZVPD

Geometry as XYZ:
```
20
Properties=species:S:1:pos:R:3:forces:R:3:lowdin_charge:R:1
C -2.199 -0.557 1.194 0.0 0.0 0.0 0.005
C -1.042 0.365 0.921 0.2 0.2 -0.2 -0.539
N 0.307 -0.237 1.073 -0.1 0.1 -0.3 0.166
O -1.106 1.584 0.931 0.1 -0.4 0.0 0.035
H 0.906 0.344 1.655 0.0 0.0 0.0 0.154
H 0.315 -1.195 1.411 0.0 0.0 -0.1 0.138
H -2.001 -1.576 0.864 0.0 0.0 0.0 0.085
H -2.415 -0.550 2.267 0.0 0.0 -0.1 0.093
H -3.070 -0.178 0.664 0.0 0.0 0.0 0.098
C 1.638 1.043 -0.872 0.0 0.0 0.0 -0.042
C 1.052 -0.292 -0.547 -0.4 0.0 0.1 -0.341
C 1.601 -1.483 -0.815 -0.1 0.1 0.0 -0.015
O -0.714 -0.147 -0.996 0.2 0.3 0.1 -0.218
O -1.070 0.990 -1.776 0.2 -0.3 0.4 -0.054
H -1.164 1.681 -1.085 0.0 -0.1 0.0 0.074
H 2.718 1.018 -0.720 -0.1 0.0 0.0 0.091
H 1.423 1.291 -1.910 0.0 0.0 0.0 0.091
H 1.211 1.836 -0.258 0.0 0.0 0.0 0.079
H 1.100 -2.417 -0.599 0.0 0.0 0.0 0.046
H 2.510 -1.519 -1.400 0.0 0.1 0.0 0.054
```
Positions in Å, forces in eV/Å.

LUMO: 0.6 eV
HOMO: -7.79 eV
HOMO-LUMO gap: 8.36 eV
charge: 0
energy above the lowest of the compared OMol25 structures with the same formula, charge and spin: 632.6 kJ/mol



Record 6
Formula: C10H11F2N2S
Source: the Open Molecules 2025 dataset
Level of theory: ωB97M-V/def2-TZVPD

Geometry as XYZ:
```
26
Properties=species:S:1:pos:R:3:forces:R:3:lowdin_charge:R:1
C 0.916 -1.552 -0.982 0.8 0.7 0.4 -0.001
C 1.375 -2.659 -0.332 -0.1 -0.8 1.0 0.047
C 0.100 -0.643 1.093 1.3 0.7 -0.6 0.039
C 0.365 -0.467 -0.287 -1.9 -0.7 1.3 -0.152
C 0.547 -1.753 1.786 -0.6 0.6 0.9 -0.182
C 1.170 -2.756 1.052 0.3 -0.6 0.6 -0.158
C -1.509 2.878 -1.220 1.5 -0.4 -0.9 -0.717
C -0.421 0.666 -2.437 1.7 1.5 -0.7 -0.382
C -0.381 0.550 -0.959 -1.9 3.8 -1.0 -0.168
C 0.251 -1.813 3.286 -1.2 1.3 -0.4 -0.012
N -1.114 1.603 -0.434 1.7 -3.1 1.0 0.144
N -0.478 3.813 -1.060 -2.3 -0.1 0.6 0.102
F 1.611 -3.833 1.757 -0.4 1.0 -1.1 0.103
F -2.713 3.500 -0.917 1.8 -1.8 -0.1 0.056
S -1.446 2.114 -2.908 -0.6 -0.3 -0.3 1.001
H 1.191 -1.454 -1.991 -0.1 0.1 -1.4 0.114
H 1.855 -3.467 -0.866 0.1 0.0 0.0 0.139
H -0.276 0.233 1.621 -0.3 -0.6 0.3 0.125
H 0.650 0.878 -2.828 -1.6 -0.5 0.7 0.144
H -0.774 -0.231 -2.904 -0.3 -0.5 -0.3 0.093
H 0.260 -2.859 3.614 -0.1 0.5 0.2 0.080
H 0.980 -1.178 3.878 -0.8 -0.9 -0.7 0.111
H -0.825 -1.318 3.366 2.2 -1.3 0.3 0.128
H -1.009 1.575 0.578 -0.6 1.0 0.0 0.137
H 0.436 3.469 -1.219 0.8 0.5 0.0 0.094
H -0.762 4.703 -0.687 0.7 0.1 0.0 0.116
```
Positions in Å, forces in eV/Å.

LUMO: -5.1 eV
HOMO: -12.81 eV
HOMO-LUMO gap: 7.66 eV
SMILES: Cc1cc(C2=[NH+][C@](N)(F)SC2)ccc1F
charge: +1
energy above the lowest of the compared OMol25 structures with the same formula, charge and spin: 0.0 kJ/mol



Among the records above, which one has the highest HOMO-LUMO gap? C3H10N2